(1)
The following is a quantum chemistry calculation of a molecular structure, C51H58BeGeIN3O2P2 at a distorted geometry, from the OMol25 dataset.

Values from the calculation:
- HOMO energy (eV) = -12.60
- frontier orbital gap (eV) = 7.377

Structure (ORCA input):
```
! wB97M-V def2-TZVPD RIJCOSX def2/J DEFGRID3
* xyz 2 1
Be 1.253 -1.236 0.783
C -4.292 -3.777 5.178
C -3.523 -2.953 4.062
C -4.611 -2.034 3.446
C -2.425 -2.083 4.596
C -2.202 -1.923 5.938
C -1.003 -1.418 6.456
C -0.013 -0.954 5.565
C -0.214 -1.084 4.183
P 1.110 -0.706 2.991
C 1.204 1.088 3.167
C 0.183 1.855 2.564
C 0.057 3.214 2.801
C 1.013 3.864 3.527
C 2.083 3.184 4.074
C 2.188 1.757 3.873
C 2.593 -1.417 3.852
C 2.412 -2.551 4.626
C 3.536 -3.206 5.173
C 4.769 -2.709 5.115
C 4.962 -1.558 4.247
C 3.927 -0.955 3.566
C -1.425 -1.663 3.692
O -1.622 -1.944 2.354
C -2.033 -3.260 2.082
C -1.372 -3.954 0.976
C -1.682 -5.283 0.892
C -2.543 -5.948 1.833
C -3.211 -5.219 2.788
C -2.954 -3.830 2.955
P -0.174 -2.857 0.056
C 0.698 -3.873 -1.072
C 1.192 -5.121 -0.626
C 1.795 -5.963 -1.497
C 1.875 -5.594 -2.881
C 1.597 -4.267 -3.265
C 1.090 -3.405 -2.326
C -1.423 -2.161 -1.025
C -1.799 -0.775 -0.901
C -2.848 -0.335 -1.725
C -3.439 -1.189 -2.623
C -3.009 -2.503 -2.807
C -2.051 -2.990 -1.928
H -4.507 -3.068 5.963
H -3.519 -4.510 5.524
H -5.212 -4.263 4.827
H -5.140 -1.479 4.265
H -5.460 -2.716 2.988
H -4.154 -1.399 2.663
H -3.018 -2.083 6.630
H -0.907 -1.521 7.559
H 0.944 -0.518 5.971
H -0.511 1.293 1.970
H -0.885 3.685 2.468
H 0.885 4.929 3.692
H 2.812 3.685 4.681
H 3.033 1.212 4.346
H 1.410 -2.814 4.927
H 3.407 -4.196 5.574
H 5.678 -3.109 5.639
H 5.941 -1.129 4.033
H 4.164 -0.163 2.866
H -1.257 -5.901 0.087
H -2.675 -7.000 1.784
H -3.850 -5.688 3.567
H 1.110 -5.411 0.426
H 2.219 -6.883 -1.210
H 2.061 -6.408 -3.643
H 1.715 -4.007 -4.319
H 0.785 -2.399 -2.595
H -1.230 -0.079 -0.261
H -3.124 0.690 -1.560
H -4.182 -0.809 -3.277
H -3.418 -3.188 -3.554
H -1.725 -4.036 -2.027
I 0.029 1.762 -5.333
C 5.728 -0.505 -2.122
N 4.440 -0.525 -1.402
C 3.420 0.626 -1.345
C 2.409 -0.055 -0.497
O 1.201 0.236 -0.397
N 2.906 -1.152 0.144
C 4.097 -1.412 -0.467
N 4.838 -2.461 -0.005
H 5.520 -0.145 -3.126
H 6.189 -1.532 -2.243
H 6.482 0.145 -1.654
H 3.040 0.950 -2.326
H 3.865 1.459 -0.826
H 4.753 -2.658 0.989
H 5.866 -2.444 -0.173
C 1.366 7.919 -5.200
C 1.463 6.804 -4.170
C 0.295 5.860 -4.235
C 0.360 4.670 -3.307
Ge -1.135 3.446 -3.787
C -2.418 4.219 -5.083
C -3.347 5.256 -4.428
C -4.273 6.047 -5.375
C -3.585 6.800 -6.467
H 2.240 8.569 -5.307
H 0.548 8.637 -5.105
H 1.250 7.516 -6.237
H 1.578 7.181 -3.148
H 2.397 6.254 -4.374
H 0.176 5.539 -5.265
H -0.641 6.508 -4.034
H 0.236 4.903 -2.268
H 1.296 4.087 -3.488
H -1.746 2.836 -2.498
H -3.090 3.373 -5.473
H -1.874 4.548 -6.038
H -2.811 5.883 -3.759
H -4.052 4.631 -3.864
H -4.748 6.812 -4.784
H -5.073 5.398 -5.823
H -2.711 7.360 -6.152
H -4.283 7.504 -6.923
H -3.258 6.168 -7.364
*
```

=====

(2)
The following is a quantum chemistry calculation of a molecular structure, C9H20NO2Sn at a distorted geometry, from the OMol25 dataset.

Values from the calculation:
- HOMO energy (spin up / spin down) (eV) = -5.87 / -5.73
- frontier orbital gap (spin up / spin down) (eV) = 4.197 / 4.183

Structure (ORCA input):
```
! wB97M-V def2-TZVPD RIJCOSX def2/J DEFGRID3
* xyz 0 2
Sn -38.461 15.936 -23.770
C -41.242 16.867 -26.079
C -42.462 17.431 -25.329
C -43.681 17.437 -26.265
C -44.961 17.914 -25.566
C -45.235 17.133 -24.275
C -43.980 17.067 -23.345
N -42.729 16.724 -24.104
O -41.547 16.513 -23.260
C -44.384 15.877 -22.452
C -43.903 18.346 -22.434
C -42.140 18.934 -25.137
H -41.225 15.777 -26.080
H -40.284 17.118 -25.622
H -41.152 17.169 -27.123
H -43.962 16.436 -26.592
H -43.659 18.158 -27.082
H -45.820 17.944 -26.237
H -44.764 18.959 -25.324
H -45.589 16.171 -24.646
H -46.063 17.651 -23.791
H -44.416 14.917 -22.969
H -45.384 15.977 -22.031
H -43.755 15.642 -21.593
H -44.279 19.187 -23.017
H -42.868 18.493 -22.124
H -44.590 18.140 -21.613
H -42.179 19.527 -26.050
H -41.137 18.996 -24.716
H -42.812 19.573 -24.563
O -36.852 14.022 -22.294
H -36.255 14.220 -21.573
H -36.795 13.073 -22.400
*
```

=====

(3)
The following is a quantum chemistry calculation of C3H5ClN2 in the gas phase at a distorted geometry, from the OMol25 dataset.

Values from the calculation:
- HOMO energy (eV) = -9.25
- SMILES = ClN1CC=NC1
- frontier orbital gap (eV) = 9.967
- energy relative to the best compared isomer or geometry (same formula, charge and spin) (kcal per mole) = 44.1

Structure (ORCA input):
```
! wB97M-V def2-TZVPD RIJCOSX def2/J DEFGRID3
* xyz 0 1
Cl 2.435 0.032 -0.288
N 0.866 0.112 0.544
C -0.093 1.057 0.140
C -0.928 0.276 -0.848
N -0.792 -0.979 -0.680
C 0.123 -1.181 0.464
H 0.464 1.795 -0.341
H -0.612 1.319 1.099
H -1.566 0.712 -1.567
H -0.643 -1.161 1.313
H 0.745 -1.981 0.163
*
```

=====

(4)
The following is a quantum chemistry calculation of a molecular structure, C34H39BFeO3S2 at a distorted geometry, from the OMol25 dataset.

Values from the calculation:
- HOMO energy (spin up / spin down) (eV) = -5.10 / -7.46
- frontier orbital gap (spin up / spin down) (eV) = 5.669 / 5.762
- energy relative to the best compared isomer or geometry (same formula, charge and spin) (kcal per mole) = 82.3

Structure (ORCA input):
```
! wB97M-V def2-TZVPD RIJCOSX def2/J DEFGRID3
* xyz 0 5
C 3.625 2.652 0.478
C 2.321 2.232 1.028
C 2.133 1.970 2.391
C 0.811 1.843 2.777
C -0.085 1.956 1.636
B 1.551 -2.872 1.479
C -1.039 3.018 1.769
C -1.507 3.613 2.922
C -2.485 4.590 2.654
C -2.663 4.839 1.303
C -3.582 5.865 0.758
S -1.717 3.751 0.351
O 2.478 -2.531 0.539
C 3.760 -2.733 1.167
C 4.514 -3.615 0.186
C 4.331 -1.314 1.235
C 3.434 -3.376 2.583
C 3.705 -4.871 2.651
C 4.229 -2.785 3.735
O 1.970 -3.195 2.741
S 0.877 2.260 0.139
H 4.446 2.125 1.005
H 3.675 2.436 -0.592
H 3.775 3.743 0.560
H 2.996 1.947 3.061
H 0.479 1.771 3.817
H -1.168 3.368 3.922
H -3.067 5.131 3.397
H -3.824 6.561 1.562
H -3.109 6.410 -0.066
H -4.536 5.432 0.429
H 5.471 -3.932 0.601
H 3.904 -4.488 -0.082
H 4.709 -3.043 -0.724
H 5.398 -1.327 1.493
H 4.224 -0.862 0.239
H 3.768 -0.699 1.960
H 4.784 -5.032 2.541
H 3.436 -5.250 3.646
H 3.179 -5.451 1.878
H 5.288 -3.035 3.569
H 4.181 -1.696 3.832
H 3.935 -3.258 4.678
C -6.022 2.696 3.374
O -5.045 1.980 4.193
C -4.107 1.291 3.500
C -3.041 0.675 4.201
C -1.956 0.134 3.525
C -1.844 0.264 2.116
C -0.747 -0.020 1.182
C -1.130 -1.108 0.253
C -0.530 -2.444 0.063
C -1.241 -3.098 -1.037
C -2.410 -2.284 -1.372
C -2.348 -1.106 -0.549
Fe -2.360 -2.750 0.549
C -3.840 -2.586 1.826
C -2.585 -2.887 2.504
C -2.057 -4.116 1.946
C -2.994 -4.595 0.949
C -4.089 -3.650 0.866
C -2.913 0.924 1.471
C -4.106 1.224 2.084
H -6.704 3.065 4.130
H -5.577 3.559 2.848
H -6.553 2.038 2.668
H -3.092 0.672 5.298
H -1.176 -0.400 4.079
H 0.316 -0.062 1.347
H 0.374 -2.909 0.661
H -0.996 -4.050 -1.529
H -3.191 -2.460 -2.107
H -3.031 -0.276 -0.574
H -4.534 -1.785 2.072
H -2.171 -2.335 3.343
H -1.158 -4.632 2.281
H -2.967 -5.561 0.448
H -5.012 -3.789 0.306
H -2.766 1.209 0.430
H -4.908 1.596 1.465
*
```

=====

(5)
The following is a quantum chemistry calculation of 2 unconnected molecules or ions with the total composition C4H9NO2 at a distorted geometry, from the OMol25 dataset.

Values from the calculation:
- HOMO energy (eV) = -9.84
- SMILES = [H]/N=C/C.COC=O
- frontier orbital gap (eV) = 10.798
- energy relative to the best compared isomer or geometry (same formula, charge and spin) (kcal per mole) = 52.6

Structure (ORCA input):
```
! wB97M-V def2-TZVPD RIJCOSX def2/J DEFGRID3
* xyz 0 1
H 1.465 0.118 -1.897
N 0.997 0.381 -1.033
C 1.733 0.760 -0.077
C 1.325 1.056 1.317
H 2.772 1.058 -0.281
H 2.044 0.628 2.015
H 1.324 2.137 1.464
H 0.352 0.649 1.568
C -1.081 -1.816 -0.474
O -1.351 -0.708 0.389
C -1.909 0.411 -0.227
O -2.488 0.408 -1.277
H -1.138 -2.726 0.120
H -0.090 -1.643 -0.910
H -1.811 -1.832 -1.285
H -2.144 1.119 0.585
*
```

=====

(6)
The following is a quantum chemistry calculation of 2 unconnected molecules or ions with the total composition C4H7NO at a distorted geometry, from the OMol25 dataset.

Values from the calculation:
- HOMO energy (eV) = -8.54
- frontier orbital gap (eV) = 9.509
- energy relative to the best compared isomer or geometry (same formula, charge and spin) (kcal per mole) = 89.4

Structure (ORCA input):
```
! wB97M-V def2-TZVPD RIJCOSX def2/J DEFGRID3
* xyz 0 1
C -0.966 0.356 -1.403
C -1.228 -0.378 0.758
O -1.465 -1.487 0.856
C 0.655 0.474 0.626
C 1.502 -0.208 1.413
N 0.462 0.153 -0.740
H -0.674 0.187 -2.422
H -1.275 1.400 -1.259
H -1.938 -0.221 -1.301
H 0.323 1.470 0.901
H 1.736 -1.257 1.244
H 2.025 0.298 2.214
H 0.841 -0.788 -0.887
*
```

=====

no.,molar mass (g/mol),calculated total energy (a.u.)
1,1015.5,-5364.57936
2,293.0,-774.23112
3,104.5,-686.92573
4,626.5,-3629.30814
5,103.1,-363.00177
6,85.1,-286.48914